# 1
# C10H11N3OS

A cluster of 2 separate species, C10H11N3OS in total (ωB97M-V/def2-TZVPD, the Open Molecules 2025 dataset).

Calculated values
calculated total energy	-1025.17375	hartree
net charge	0
spin multiplicity	1
largest force on an atom	0.1182	hartree/bohr

```
26
Properties=species:S:1:pos:R:3:lowdin_charge:R:1
C -3.2420 -0.7770 -0.6583 -0.06
C -2.0408 -0.3946 -0.0025 -0.02
C -3.2909 -0.5152 -2.0030 -0.05
C 1.9705 1.8363 0.1083 -0.04
C -1.0137 0.1888 -0.7665 -0.24
C -2.1464 -0.1443 -2.7059 -0.41
C 1.5920 1.4039 1.3814 -0.39
C 0.1733 0.6541 -0.1511 -0.29
C 2.1927 1.7415 2.5503 -0.05
C 3.4071 -2.3035 2.5528 -0.55
N -1.0836 0.2783 -2.0659 0.18
N 0.4161 0.6719 1.1664 0.18
N -2.3266 -0.0250 -4.0548 0.12
O 1.0855 1.3355 -0.7558 0.12
S 2.9037 -1.3444 3.7816 0.59
H -4.1853 -1.0025 -0.1575 0.11
H -1.9120 -0.7965 1.0893 0.13
H -4.0481 -0.7873 -2.6717 0.09
H 2.8993 2.3627 -0.1431 0.14
H 1.8198 1.2364 3.4184 -0.01
H 3.2329 2.1913 2.4214 0.08
H 2.9285 -2.9216 1.8764 -0.04
H 4.5856 -2.4349 2.6722 0.03
H -2.4299 -0.9636 -4.3897 0.10
H -1.5594 0.4649 -4.4372 0.08
H 0.0717 0.0449 1.9447 0.19
```

# 2
# C3H6N2O2S

The molecule C3H6N2O2S (ωB97M-V/def2-TZVPD, the Open Molecules 2025 dataset).

Calculated values
calculated total energy	-775.99424	hartree
net charge	0
spin multiplicity	1
largest force on an atom	0.0998	hartree/bohr

```
14
Properties=species:S:1:pos:R:3:lowdin_charge:R:1
C 2.2397 1.1861 -0.1464 -0.52
C -0.1667 0.5598 -0.1888 -0.21
C 0.0589 -0.8118 0.3917 -0.35
N 0.9503 1.4054 0.0882 0.02
N 0.8380 -1.7427 -0.3961 -0.25
O 2.9922 -1.2573 0.9041 -0.54
O 3.3015 1.6620 -0.0260 0.11
S 2.4047 -0.9054 -0.4149 0.93
H -0.5214 0.5379 -1.2914 0.16
H -0.9159 0.7897 0.5270 0.11
H 0.6044 -0.8935 1.3175 0.10
H -1.0686 -1.2949 0.4144 0.17
H 0.8307 2.4346 0.3485 0.19
H 0.4192 -1.7589 -1.3479 0.08
```

# 3
# C29H74MnO33S9

A structure of composition C29H74MnO33S9 (ωB97M-V/def2-TZVPD, the Open Molecules 2025 dataset).

Calculated values
⟨S²⟩	8.752
calculated total energy	-8366.85896	hartree
net charge	0
spin multiplicity	6
largest force on an atom	0.1193	hartree/bohr

```
146
Properties=species:S:1:pos:R:3:lowdin_charge:R:1
Mn -1.7853 17.3913 2.4083 0.92
O 1.8783 17.5751 0.9435 0.16
C 0.7376 17.4531 1.6077 -0.90
O -0.0444 16.5497 1.4076 -0.03
O 0.3243 18.2913 2.3783 -0.01
H 1.7946 16.7426 0.4727 0.12
O -4.6386 14.8262 2.9716 0.15
C -3.7250 15.7820 2.9633 -0.87
O -2.5282 15.4995 2.9998 -0.04
O -4.0044 16.9649 2.8520 -0.01
H -4.1058 14.0326 3.0608 0.06
O -1.3249 12.0780 -1.0341 -0.30
S -0.6632 13.0565 -1.9019 0.71
O 0.7636 13.0503 -2.2210 -0.30
O -1.5451 13.1124 -3.3417 -0.28
C -0.9395 13.4517 -4.5756 -0.30
C -0.5156 12.2092 -5.2982 -0.07
C -1.0095 14.7504 -1.2855 -0.09
H -0.1250 14.1358 -4.3374 0.11
H -1.6231 14.0585 -5.1694 0.12
H 0.3293 11.7226 -4.8109 0.08
H -0.1417 12.5036 -6.2788 0.08
H -1.3130 11.4909 -5.4888 0.08
H -2.0431 15.0749 -1.4057 0.06
H -0.2982 15.4219 -1.7665 0.07
H -0.7192 14.5911 -0.2471 0.05
O -9.2239 21.4161 4.5664 -0.30
S -8.8524 21.3690 3.1385 0.67
O -8.0815 22.4957 2.5432 -0.32
O -8.0324 20.0081 2.8854 -0.28
C -8.3225 18.7881 3.5472 -0.28
C -7.4013 17.6848 3.1331 -0.06
C -10.3133 21.0783 2.0534 -0.10
H -9.3386 18.4936 3.2848 0.12
H -8.2388 18.8134 4.6337 0.12
H -6.8249 17.2341 3.9410 0.06
H -6.7276 18.0649 2.3652 0.07
H -7.9739 16.8896 2.6558 0.08
H -9.9587 20.8270 1.0538 0.07
H -10.8296 22.0379 2.0282 0.07
H -10.9187 20.2408 2.4000 0.06
O -2.6561 17.7757 0.4301 -0.32
S -3.6321 18.2048 -0.5908 0.77
O -4.5042 19.3497 -0.2941 -0.29
O -2.8112 18.2292 -2.0799 -0.25
C -3.5139 18.6576 -3.1944 -0.33
C -2.9044 19.9714 -3.6300 -0.05
C -4.8499 16.9124 -0.9456 -0.09
H -4.5744 18.7671 -2.9677 0.11
H -3.5585 17.8591 -3.9351 0.13
H -1.9259 19.6448 -3.9821 0.08
H -2.6150 20.6314 -2.8122 0.06
H -3.4713 20.4304 -4.4400 0.09
H -4.8720 16.3262 -0.0270 0.07
H -4.5983 16.1576 -1.6906 0.08
H -5.8326 17.3733 -1.0458 0.08
O -1.3504 17.4033 4.7466 -0.30
S -0.8199 17.8782 6.0060 0.70
O -1.6386 18.3146 7.0913 -0.27
O 0.1691 16.6776 6.6597 -0.29
C 0.7438 16.8979 7.9596 -0.26
C 1.4879 15.6337 8.4504 -0.04
C 0.5188 19.2038 5.7006 -0.05
H -0.0560 17.2214 8.6258 0.12
H 1.4861 17.6893 7.8552 0.10
H 0.7780 14.8077 8.4068 0.08
H 1.7632 15.8013 9.4917 0.08
H 2.3903 15.4318 7.8734 0.06
H 0.9423 19.4665 6.6700 0.05
H 0.0757 20.0304 5.1452 0.06
H 1.3183 18.6682 5.1886 0.06
O 1.7850 12.6892 2.6577 -0.30
S 2.0177 13.2201 4.0070 0.70
O 1.6020 12.4335 5.1967 -0.32
O 3.6570 13.4655 4.0633 -0.27
C 4.3035 13.7291 5.3141 -0.27
C 5.8367 14.0802 5.1482 -0.06
C 1.4056 14.9899 4.1725 -0.06
H 4.2275 12.8840 5.9983 0.11
H 3.9106 14.6062 5.8285 0.09
H 6.3472 14.4055 6.0547 0.07
H 5.9644 14.9471 4.4999 0.07
H 6.3119 13.1615 4.8044 0.07
H 0.3163 14.9596 4.1471 0.06
H 1.8491 15.4972 3.3157 0.07
H 1.7647 15.2506 5.1681 0.04
O -6.7978 16.5293 6.3917 -0.33
S -5.8106 17.1232 7.3205 0.71
O -6.2742 17.5278 8.6475 -0.31
O -4.5690 16.0244 7.5027 -0.28
C -4.1541 15.2941 6.3135 -0.25
C -3.0745 14.3774 6.8101 -0.05
C -4.7306 18.5177 6.5462 -0.06
H -3.6523 15.9435 5.5962 0.09
H -5.0357 14.7560 5.9650 0.12
H -2.7578 13.6446 6.0679 0.08
H -3.4084 13.7804 7.6588 0.09
H -2.1458 14.8806 7.0792 0.07
H -3.9095 18.6230 7.2553 0.04
H -5.3950 19.3794 6.4805 0.07
H -4.3943 18.0774 5.6076 0.04
O -2.3567 19.3889 2.7241 -0.34
S -2.9427 20.6364 3.2141 0.71
O -3.2416 20.8765 4.6250 -0.27
O -2.1265 21.9028 2.5594 -0.26
C -2.1568 23.1817 3.2136 -0.27
C -0.7527 23.7396 3.3239 -0.05
C -4.4627 20.8553 2.2866 -0.09
H -2.6412 23.1269 4.1884 0.11
H -2.8931 23.8024 2.7030 0.13
H -0.8108 24.6683 3.8916 0.08
H -0.2551 23.9666 2.3811 0.07
H -0.1702 23.0173 3.8957 0.08
H -4.2920 20.9726 1.2164 0.06
H -4.8278 21.8106 2.6638 0.07
H -5.1988 20.1345 2.6425 0.07
O -0.4937 21.7446 -2.4579 -0.30
S 0.7846 22.0267 -1.8133 0.70
O 2.0368 21.6513 -2.4764 -0.29
O 0.7698 23.6505 -1.4794 -0.26
C 1.8304 24.2127 -0.7672 -0.32
C 2.6077 25.0670 -1.7394 -0.07
C 0.7075 21.3588 -0.0687 -0.08
H 2.4581 23.4862 -0.2513 0.11
H 1.4882 24.8958 0.0102 0.12
H 1.9588 25.5951 -2.4380 0.09
H 3.2495 24.4779 -2.3945 0.08
H 3.3316 25.6880 -1.2117 0.08
H 0.6055 20.2744 -0.1108 0.06
H -0.1970 21.8091 0.3402 0.05
H 1.5616 21.6235 0.5546 0.06
O -3.8830 12.1421 3.1411 -0.31
S -2.7462 11.2534 2.8761 0.71
O -2.0520 10.5212 3.9454 -0.30
O -3.0777 10.2574 1.5797 -0.26
C -2.2441 9.0631 1.3723 -0.27
C -2.4579 8.6105 -0.0255 -0.08
C -1.4496 12.3179 2.0806 -0.10
H -2.5242 8.2604 2.0546 0.12
H -1.1726 9.1563 1.5492 0.12
H -1.9808 7.6408 -0.1674 0.09
H -2.0572 9.3075 -0.7615 0.07
H -3.5157 8.4278 -0.2148 0.08
H -1.1115 13.0448 2.8192 0.05
H -1.9197 12.8358 1.2447 0.05
H -0.7167 11.5763 1.7626 0.06
```

# 4
# H18HeO9

A structure of composition H18HeO9 (ωB97M-V/def2-TZVPD, the Open Molecules 2025 dataset).

Calculated values
calculated total energy	-690.84957	hartree
net charge	0
spin multiplicity	1
largest force on an atom	0.0158	hartree/bohr

```
28
Properties=species:S:1:pos:R:3:lowdin_charge:R:1
He -19.1230 -9.8162 18.7612 0.17
O -18.0361 -11.6462 16.7039 -0.04
H -17.9279 -12.5757 16.5025 0.07
H -17.5236 -11.1942 16.0336 0.07
O -15.1194 -9.8525 19.5724 -0.07
H -15.9123 -10.3759 19.6886 -0.03
H -15.1355 -9.5937 18.6510 0.02
O -20.2911 -10.1852 15.6202 -0.07
H -20.5674 -9.6077 16.3318 -0.03
H -19.7347 -10.8387 16.0438 -0.02
O -16.2861 -7.1394 18.5955 -0.06
H -16.3960 -7.4113 19.5067 0.02
H -16.5927 -6.2329 18.5770 0.03
O -19.6002 -11.6341 21.3267 -0.03
H -19.8530 -12.5515 21.2232 0.08
H -19.5890 -11.4937 22.2735 0.07
O -17.3634 -11.5133 19.5224 -0.09
H -17.7165 -11.4375 18.6359 -0.03
H -18.1169 -11.3667 20.0942 -0.02
O -21.3245 -7.5417 20.2188 -0.04
H -20.5916 -7.2691 20.7709 0.06
H -20.9138 -7.8633 19.4163 -0.01
O -21.9152 -9.9688 21.4920 -0.07
H -21.7313 -9.0866 21.1691 -0.03
H -21.0732 -10.4217 21.4456 -0.03
O -21.0014 -8.0945 17.4481 -0.05
H -20.9719 -7.1402 17.5160 0.06
H -21.9189 -8.3180 17.6041 0.07
```

Copy entry 4 word for word.
# H18HeO9

A structure of composition H18HeO9 (ωB97M-V/def2-TZVPD, the Open Molecules 2025 dataset).

Calculated values
calculated total energy	-690.84957	hartree
net charge	0
spin multiplicity	1
largest force on an atom	0.0158	hartree/bohr

```
28
Properties=species:S:1:pos:R:3:lowdin_charge:R:1
He -19.1230 -9.8162 18.7612 0.17
O -18.0361 -11.6462 16.7039 -0.04
H -17.9279 -12.5757 16.5025 0.07
H -17.5236 -11.1942 16.0336 0.07
O -15.1194 -9.8525 19.5724 -0.07
H -15.9123 -10.3759 19.6886 -0.03
H -15.1355 -9.5937 18.6510 0.02
O -20.2911 -10.1852 15.6202 -0.07
H -20.5674 -9.6077 16.3318 -0.03
H -19.7347 -10.8387 16.0438 -0.02
O -16.2861 -7.1394 18.5955 -0.06
H -16.3960 -7.4113 19.5067 0.02
H -16.5927 -6.2329 18.5770 0.03
O -19.6002 -11.6341 21.3267 -0.03
H -19.8530 -12.5515 21.2232 0.08
H -19.5890 -11.4937 22.2735 0.07
O -17.3634 -11.5133 19.5224 -0.09
H -17.7165 -11.4375 18.6359 -0.03
H -18.1169 -11.3667 20.0942 -0.02
O -21.3245 -7.5417 20.2188 -0.04
H -20.5916 -7.2691 20.7709 0.06
H -20.9138 -7.8633 19.4163 -0.01
O -21.9152 -9.9688 21.4920 -0.07
H -21.7313 -9.0866 21.1691 -0.03
H -21.0732 -10.4217 21.4456 -0.03
O -21.0014 -8.0945 17.4481 -0.05
H -20.9719 -7.1402 17.5160 0.06
H -21.9189 -8.3180 17.6041 0.07
```